# 1
{"formula": "C4H7NO2", "method": "wB97M-V/def2-TZVPD", "species": ["N", "C", "O", "C", "C", "C", "O", "H", "H", "H", "H", "H", "H", "H"], "positions_angstrom": [[-1.25585, 0.39762, 1.47986], [-0.26870, 0.48877, 0.50925], [0.76822, 1.28326, 0.94761], [-0.19336, 0.57910, -1.28280], [-0.09020, -0.63548, -0.41709], [1.20647, -1.36209, -0.31257], [2.10991, -1.27669, -1.10761], [-1.86527, -0.40214, 1.55143], [-1.39087, 1.13484, 2.15617], [1.01110, 1.66081, 0.09075], [0.71513, 0.68130, -1.91598], [-1.09104, 0.73993, -1.86678], [-0.94572, -1.30394, -0.43220], [1.29019, -1.98529, 0.59997]], "atomic_forces_ev_per_a": [[-0.2, 0.3, -0.4], [-0.2, 0.0, -0.7], [0.4, -0.2, -0.2], [-0.6, -0.2, 0.2], [0.0, -0.5, 0.0], [0.3, -0.2, -0.2], [-0.3, 0.0, 0.3], [0.3, 0.2, -0.2], [0.1, 0.0, -0.4], [0.6, 0.4, 0.5], [-0.3, 0.6, 0.9], [-0.2, -0.2, 0.2], [0.0, -0.3, 0.1], [0.1, -0.1, -0.1]], "energy_ev": -9843.821, "smiles": "N[C@]1(O)C[C@H]1C=O", "e_above_lowest_ev": 3.459, "lumo_ev": 0.81, "homo_lumo_gap_ha": 0.3313}

***

# 2
{"formula": "C57H105FN10O4PS", "method": "wB97M-V/def2-TZVPD", "species": ["C", "C", "O", "C", "N", "C", "C", "O", "P", "C", "C", "C", "C", "C", "C", "C", "C", "C", "C", "C", "C", "N", "C", "C", "C", "C", "C", "C", "C", "F", "S", "C", "O", "O", "H", "H", "H", "H", "H", "H", "H", "H", "H", "H", "H", "H", "H", "H", "H", "H", "H", "H", "H", "H", "H", "H", "H", "H", "H", "H", "H", "H", "H", "H", "H", "H", "H", "H", "H", "H", "H", "H", "H", "H", "H", "H", "H", "H", "H", "H", "H", "H", "H", "C", "C", "C", "C", "N", "H", "H", "H", "H", "H", "H", "H", "C", "C", "C", "C", "N", "H", "H", "H", "H", "H", "H", "H", "C", "C", "C", "C", "N", "H", "H", "H", "H", "H", "H", "H", "C", "C", "C", "C", "N", "H", "H", "H", "H", "H", "H", "H", "C", "C", "C", "C", "N", "H", "H", "H", "H", "H", "H", "H", "C", "C", "C", "C", "N", "H", "H", "H", "H", "H", "H", "H", "C", "C", "C", "C", "N", "H", "H", "H", "H", "H", "H", "H", "C", "C", "C", "C", "N", "H", "H", "H", "H", "H", "H", "H"], "positions_angstrom": [[0.21174, 6.97941, -1.96226], [-1.19225, 7.82472, -1.87709], [-1.46760, 8.43412, -3.19954], [-2.37757, 6.75632, -1.39491], [-2.69915, 5.76122, -2.48791], [-3.11156, 4.40774, -1.95240], [-4.78290, 4.34772, -1.93393], [-5.32266, 3.98297, -0.61550], [-5.73312, 2.29395, -0.50597], [-6.79508, 1.62147, -1.94265], [-6.06340, 0.50202, -2.88966], [-4.84189, 1.06791, -3.82411], [-3.84479, -0.07982, -4.43827], [-3.36357, -1.22777, -3.37158], [-1.71790, -1.44166, -3.30620], [-1.25672, -2.10629, -1.84248], [0.03099, -1.27348, -1.21329], [1.21547, -2.23965, -0.60602], [1.82853, -3.24287, -1.77510], [3.31414, -3.85658, -1.40305], [4.53203, -2.74092, -1.67480], [4.62108, -2.36014, -3.14932], [5.22364, -0.99538, -3.42297], [5.10822, -0.80063, -5.06984], [4.41226, -2.15055, -5.68836], [4.18399, -3.12782, -4.39099], [-6.83839, 2.12842, 1.09021], [-6.21368, 3.08878, 2.30870], [-5.90586, 2.25792, 3.68802], [-7.18935, 4.18260, 2.66716], [-3.97949, 1.06423, -0.07466], [-4.42251, -0.69277, 0.43288], [-3.34935, 1.72829, 1.21161], [-2.88915, 1.15637, -1.16953], [0.96284, 7.48223, -2.72339], [0.05431, 5.82716, -2.20328], [0.71879, 7.04368, -0.88755], [-1.05353, 8.71105, -1.11110], [-1.11986, 7.84287, -3.93105], [-3.30576, 7.44981, -1.10972], [-2.01385, 6.17733, -0.41667], [-1.95616, 5.70434, -3.21839], [-2.67918, 3.60080, -2.71743], [-2.64105, 4.12826, -0.90813], [-5.11673, 5.47809, -2.12463], [-5.20879, 3.73496, -2.83509], [-7.75486, 1.08532, -1.47732], [-7.21840, 2.55768, -2.52459], [-6.90062, 0.10628, -3.64324], [-5.79161, -0.40785, -2.20632], [-5.35618, 1.59517, -4.76371], [-4.16671, 1.88375, -3.32586], [-2.85418, 0.40707, -4.88782], [-4.39645, -0.58906, -5.33587], [-3.79348, -2.26084, -3.77277], [-3.71379, -1.06313, -2.26727], [-1.12975, -0.42918, -3.46538], [-1.41243, -2.26473, -4.11152], [-0.95539, -3.25280, -1.98241], [-2.14300, -2.11023, -1.06379], [-0.35484, -0.57286, -0.32787], [0.54650, -0.59574, -2.03851], [0.84519, -2.88142, 0.32190], [2.10915, -1.53283, -0.28074], [1.10682, -4.16421, -1.89031], [1.87809, -2.68227, -2.82662], [3.61615, -4.78792, -2.08436], [3.37524, -4.10446, -0.25194], [4.31237, -1.77553, -1.03901], [5.57069, -3.17168, -1.31519], [5.68896, -0.22468, -2.66873], [5.45466, 0.11628, -5.70997], [4.10298, -2.43739, -6.79183], [3.77122, -4.22748, -4.36722], [-7.87091, 2.62699, 0.81127], [-6.92429, 1.02541, 1.47137], [-5.21090, 3.60174, 1.98263], [-6.61672, 2.64213, 4.54556], [-4.77682, 2.39803, 4.04678], [-6.02905, 1.08276, 3.53203], [-3.45095, -1.37036, 0.58215], [-5.12264, -1.25900, -0.31421], [-4.97355, -0.72644, 1.48764], [-2.67651, 3.10369, 7.44361], [-3.98957, 3.86447, 7.31311], [-5.15695, 3.17686, 8.02079], [-5.50240, 1.88797, 7.40490], [-5.77224, 0.86822, 6.92253], [-2.73120, 2.12331, 6.96015], [-1.86766, 3.66554, 6.96568], [-2.41156, 2.95556, 8.49525], [-4.22064, 4.00516, 6.25041], [-3.85669, 4.86298, 7.74650], [-6.03169, 3.83616, 7.97906], [-4.91933, 3.03270, 9.08097], [2.25861, 1.15813, -8.21348], [1.17896, 2.05298, -7.61889], [1.26042, 2.16496, -6.09665], [0.98321, 0.88646, -5.42696], [0.76962, -0.12343, -4.89793], [2.15514, 0.12352, -7.87180], [2.18579, 1.15653, -9.30573], [3.25724, 1.51348, -7.94043], [0.19349, 1.67698, -7.91888], [1.28339, 3.05597, -8.04972], [0.52952, 2.90869, -5.75863], [2.24876, 2.53512, -5.80100], [6.09897, 4.36408, -5.07402], [5.78277, 4.58377, -6.54769], [4.80197, 5.73108, -6.78871], [3.46747, 5.44933, -6.24133], [2.41541, 5.22980, -5.80502], [5.20807, 4.06539, -4.51281], [6.84343, 3.56911, -4.96394], [6.50413, 5.27376, -4.61967], [5.38969, 3.65335, -6.97467], [6.71860, 4.80692, -7.07392], [4.71473, 5.89885, -7.86845], [5.19581, 6.65742, -6.35510], [-0.75337, -6.88034, 3.40350], [0.20104, -5.70131, 3.54103], [0.21633, -4.79228, 2.31228], [0.75511, -5.46858, 1.12390], [1.17541, -6.00332, 0.18434], [-0.45118, -7.54837, 2.59092], [-0.76352, -7.46540, 4.32866], [-1.77434, -6.53803, 3.20718], [1.21054, -6.07678, 3.74706], [-0.10344, -5.10803, 4.41155], [0.83429, -3.91389, 2.53172], [-0.79533, -4.42433, 2.10639], [1.04747, 0.66024, 8.77147], [0.13651, 0.65412, 7.55080], [-0.43872, -0.72648, 7.23547], [0.59942, -1.68507, 6.83140], [1.41886, -2.44356, 6.51740], [1.93512, 0.03997, 8.61266], [1.38719, 1.67943, 8.98164], [0.52073, 0.28884, 9.65618], [0.68953, 1.04056, 6.68630], [-0.69432, 1.34589, 7.73431], [-1.16654, -0.62730, 6.42182], [-0.98520, -1.11148, 8.10402], [1.13819, -7.09492, -6.70525], [1.91410, -8.00262, -5.75976], [2.88224, -7.24207, -4.85385], [3.97089, -6.60600, -5.60894], [4.82747, -6.09940, -6.20476], [1.80413, -6.58483, -7.40824], [0.42486, -7.68391, -7.29056], [0.57717, -6.33697, -6.14949], [2.45539, -8.75514, -6.34563], [1.19667, -8.54258, -5.13029], [3.31420, -7.94446, -4.13160], [2.33818, -6.48707, -4.27487], [3.76738, 4.64131, 10.12455], [4.20226, 5.44672, 8.90712], [3.07437, 5.67353, 7.90075], [2.62163, 4.42180, 7.27776], [2.26029, 3.43367, 6.78949], [3.46073, 3.62812, 9.84657], [4.59678, 4.55497, 10.83376], [2.93108, 5.12638, 10.63778], [5.04606, 4.94080, 8.42279], [4.56778, 6.42243, 9.24898], [3.43267, 6.35095, 7.11696], [2.23094, 6.17368, 8.39036], [4.87045, -8.60209, 2.70474], [3.60502, -8.01865, 3.31975], [3.12124, -8.78984, 4.54758], [2.68384, -10.15279, 4.21446], [2.34333, -11.23034, 3.95309], [4.70178, -9.61453, 2.32475], [5.20026, -7.98229, 1.86487], [5.68207, -8.63954, 3.43820], [2.81648, -7.98524, 2.55843], [3.80862, -6.98240, 3.61510], [2.28113, -8.24693, 4.99598], [3.91433, -8.82607, 5.30319]], "atomic_forces_ev_per_a": [[0.4, 0.3, 0.9], [1.0, -1.3, -0.3], [0.4, -1.6, 0.7], [0.3, 1.4, 0.4], [0.2, -0.5, 1.4], [0.3, -0.7, -1.2], [1.5, 2.4, -1.8], [-0.7, -4.7, -0.6], [-2.7, 2.5, 0.8], [-0.9, -0.4, -0.9], [-0.4, 0.0, -0.7], [0.1, 0.4, -1.0], [0.3, -0.2, 0.0], [0.7, -1.1, -0.5], [-0.3, -0.8, 0.6], [0.5, -0.1, -0.2], [0.2, -0.1, 0.5], [0.6, 0.0, -0.7], [-0.1, -0.4, -0.1], [0.9, 1.0, -0.3], [-0.6, -0.9, 0.5], [0.8, 2.1, -2.1], [-1.8, -2.1, -5.9], [-1.4, -3.7, 2.8], [1.0, 0.2, 5.7], [1.4, 4.5, -1.3], [0.2, 1.7, 0.9], [0.5, 0.1, 1.1], [0.4, -0.4, 0.1], [2.0, -2.5, -1.3], [8.7, 1.4, 2.2], [-1.1, -2.2, 0.9], [-3.6, -2.1, -3.8], [-4.7, -0.8, 2.5], [-1.6, -1.1, 1.5], [0.3, 2.5, 0.3], [-1.0, -0.3, -2.3], [-0.6, -1.9, -1.6], [-0.5, 0.9, 1.5], [1.7, -1.8, -0.7], [-0.7, 1.4, -2.0], [-0.8, -0.1, 1.2], [-1.2, 1.6, 1.7], [-1.1, 0.7, -1.8], [0.6, -2.6, 0.6], [0.7, 0.8, 1.9], [2.2, 1.3, -0.5], [1.1, -1.8, 1.1], [1.7, 0.8, 1.8], [-0.3, 1.7, -1.4], [1.1, -1.0, 2.1], [-1.4, -1.6, -0.5], [-2.3, -0.8, 1.0], [1.0, 0.9, 1.7], [0.7, 2.1, 1.2], [0.5, -0.1, -2.2], [-1.4, -2.3, 0.2], [-0.5, 2.2, 1.5], [-0.7, 2.6, 0.2], [1.6, 0.1, -1.5], [0.8, -1.4, -2.0], [-1.3, -1.4, 1.7], [0.8, 1.4, -2.0], [-1.9, -1.4, -0.4], [1.4, 1.8, 0.2], [-0.1, -1.1, 2.3], [-1.0, 1.9, 1.7], [-0.2, 0.2, -2.4], [0.4, -1.8, -1.5], [-2.1, 0.7, -0.8], [-1.3, -2.2, -1.4], [-0.7, -2.0, 1.6], [0.9, 0.8, 2.7], [1.0, 2.7, 0.2], [2.0, -1.3, 0.4], [0.1, 2.1, -1.1], [-2.2, -0.8, 0.4], [1.4, -0.9, -1.9], [-2.5, -0.1, -1.0], [0.0, 2.6, 0.4], [-1.7, 2.1, -0.7], [1.4, 1.4, 1.1], [1.2, 0.7, -2.3], [0.1, 0.0, -0.1], [0.4, 0.1, -0.1], [-0.2, 0.3, 0.0], [-0.3, -1.1, -0.3], [0.4, 1.3, 0.5], [0.0, 0.1, 0.1], [-0.1, -0.1, 0.1], [0.0, 0.0, -0.1], [-0.1, 0.0, 0.2], [-0.2, -0.2, -0.1], [0.0, -0.3, 0.0], [-0.1, -0.2, -0.2], [0.0, -0.1, -0.1], [0.1, -0.1, -0.4], [-0.2, 0.2, -0.1], [-0.1, -0.9, 0.6], [0.3, 1.2, -0.7], [0.1, 0.1, 0.0], [0.1, 0.0, 0.1], [-0.1, -0.1, 0.0], [0.1, 0.1, 0.1], [-0.1, -0.1, 0.2], [0.2, -0.2, 0.1], [-0.2, -0.2, 0.1], [0.0, -0.1, 0.1], [0.3, -0.3, 0.2], [0.1, 0.0, -0.3], [-1.0, 0.0, 0.5], [1.3, 0.2, -0.5], [0.1, 0.1, 0.0], [-0.1, 0.1, 0.0], [0.0, -0.1, 0.0], [0.0, 0.2, 0.0], [-0.2, 0.0, 0.0], [-0.2, 0.0, 0.2], [-0.2, -0.1, 0.0], [0.0, -0.2, 0.0], [-0.2, -0.3, 0.4], [0.2, 0.2, 0.3], [0.3, -0.5, -1.0], [-0.5, 0.6, 1.2], [-0.1, 0.1, 0.1], [0.0, 0.1, -0.2], [0.1, -0.1, 0.0], [-0.1, 0.2, -0.1], [0.2, 0.0, -0.2], [0.0, -0.1, -0.2], [0.1, -0.1, -0.1], [0.1, 0.1, 0.1], [0.3, 0.4, 0.1], [-0.2, 0.2, -0.1], [0.7, -0.9, -0.2], [-1.0, 1.0, 0.3], [-0.1, 0.0, 0.0], [0.0, -0.2, 0.0], [0.1, 0.0, -0.1], [-0.1, -0.1, 0.1], [0.1, -0.2, -0.1], [0.1, -0.2, 0.0], [0.2, -0.1, -0.1], [0.0, 0.0, -0.2], [-0.3, -0.1, -0.3], [0.0, -0.3, 0.1], [0.9, 0.6, -0.5], [-1.1, -0.7, 0.7], [-0.1, 0.0, 0.1], [0.1, 0.1, 0.1], [0.0, 0.0, -0.1], [0.0, 0.1, 0.2], [0.2, 0.1, 0.0], [0.1, 0.2, -0.1], [0.1, 0.0, -0.1], [0.0, -0.1, 0.1], [0.3, -0.1, 0.4], [0.2, 0.2, -0.1], [-0.5, -0.9, -0.5], [0.4, 1.2, 0.6], [0.0, 0.1, 0.0], [-0.2, 0.0, -0.1], [0.1, -0.1, 0.0], [-0.2, 0.1, 0.0], [-0.1, -0.1, -0.2], [-0.2, -0.2, 0.0], [0.0, -0.2, -0.1], [0.1, 0.0, -0.1], [0.2, 0.2, -0.3], [-0.2, 0.3, 0.0], [-0.3, -1.2, -0.1], [0.4, 1.4, 0.3], [0.0, 0.1, 0.1], [0.0, -0.1, 0.1], [-0.1, 0.0, -0.1], [0.0, 0.0, 0.2], [-0.1, -0.1, 0.1], [0.0, -0.2, 0.0], [-0.1, -0.2, -0.1]], "energy_ev": -106719.419, "charge": 1, "lumo_ev": -4.52, "homo_lumo_gap_ha": 0.1469}

***

# 3
{"formula": "H30O15", "method": "wB97M-V/def2-TZVPD", "species": ["O", "H", "H", "O", "H", "H", "O", "H", "H", "O", "H", "H", "O", "H", "H", "O", "H", "H", "O", "H", "H", "O", "H", "H", "O", "H", "H", "O", "H", "H", "O", "H", "H", "O", "H", "H", "O", "H", "H", "O", "H", "H", "O", "H", "H"], "positions_angstrom": [[1.89199, 2.16872, 4.18806], [0.96616, 1.93912, 4.30652], [2.28666, 1.27284, 4.27026], [-3.26195, -0.10613, -0.34856], [-3.10133, -0.09105, -1.21632], [-3.39422, 0.69303, 0.16840], [2.38252, 3.01246, -0.74079], [2.80851, 2.59859, -1.57456], [1.80588, 2.34677, -0.24334], [2.71384, 0.81580, 0.95446], [3.39383, 0.39590, 0.33184], [2.66782, 0.16671, 1.62817], [-0.59173, -2.48067, -1.27868], [-1.12465, -1.70707, -0.86713], [-1.34494, -3.01561, -1.50080], [-3.33265, 0.38024, -2.96098], [-3.69702, -0.16684, -3.57320], [-2.46810, 0.87181, -3.42774], [3.81330, -1.70740, 0.17686], [2.98953, -1.27782, 0.19274], [4.28300, -1.58557, 1.00033], [-0.98034, 2.31619, 1.67318], [-0.67260, 2.58152, 2.54991], [-0.49993, 2.66506, 1.00254], [0.36086, -2.89994, 3.32765], [0.38303, -2.90355, 2.27819], [1.29181, -3.09702, 3.74137], [0.20068, 3.52932, -2.47547], [0.46940, 4.01438, -1.64704], [0.91243, 3.67561, -2.98439], [-3.24124, -2.47324, 2.07821], [-2.71972, -3.00924, 2.59864], [-3.09438, -1.46208, 2.12977], [2.30156, 1.83778, -2.89807], [2.48524, 1.95887, -3.74616], [2.39323, 0.90620, -3.09660], [1.04289, -1.40044, 1.61934], [0.76321, -1.26868, 2.69202], [0.33769, -0.94408, 0.95799], [-0.37471, 0.51231, -2.97603], [0.11539, 1.36988, -3.04204], [-0.28469, 0.11175, -2.16804], [-3.11064, -3.61255, -0.34238], [-2.62142, -3.04432, 0.01888], [-3.84487, -3.13470, -0.75453]], "atomic_forces_ev_per_a": [[0.2, -1.3, 0.1], [-0.3, 0.3, 0.1], [0.1, 1.0, -0.1], [-0.7, -1.7, 6.9], [0.6, 1.5, -5.5], [0.2, 0.2, -1.1], [0.0, -0.8, 0.1], [-1.5, 0.6, 2.5], [1.8, 1.0, -1.4], [1.7, 0.1, -2.3], [-1.2, 1.4, 1.2], [-0.5, -1.0, 1.2], [-1.0, 2.8, 1.4], [1.4, -1.5, -0.9], [-0.5, -1.1, -0.4], [4.8, 4.5, 1.0], [-1.5, -2.4, -3.0], [-3.2, -2.3, 1.9], [2.0, -1.1, -0.9], [-1.8, 0.4, 0.6], [-0.2, 0.1, 0.3], [-2.9, -2.2, 3.4], [0.3, 0.2, -0.8], [2.6, 1.9, -2.7], [1.7, -0.9, -0.1], [0.8, -0.2, 3.0], [-2.7, 0.3, -1.8], [-3.9, 0.4, 3.9], [-0.4, -1.0, -1.1], [4.0, 0.7, -3.0], [-2.1, 4.2, -2.2], [2.1, -1.0, 2.1], [0.1, -3.0, 0.4], [-0.8, -2.3, 3.3], [1.4, 3.0, -6.4], [-0.3, -1.6, 1.7], [-2.7, 2.5, 0.5], [0.4, -0.4, -4.4], [2.4, -1.3, 2.8], [-0.2, 2.3, -4.0], [-0.6, -1.0, 0.9], [0.6, -1.1, 3.1], [-6.3, -7.3, -5.7], [5.8, 7.3, 5.2], [0.3, -0.2, 0.4]], "energy_ev": -31194.546, "e_above_lowest_ev": 7.120, "lumo_ev": -0.34, "homo_lumo_gap_ha": 0.3686}

***

# 4
{"formula": "C6H8N2O2S", "method": "wB97M-V/def2-TZVPD", "species": ["C", "C", "O", "C", "O", "C", "C", "S", "C", "N", "N", "H", "H", "H", "H", "H", "H", "H", "H"], "positions_angstrom": [[3.11686, 0.66952, -0.51450], [2.66089, -0.69680, -0.28564], [1.22738, -0.80718, -0.41757], [0.51934, -0.37780, 0.61990], [0.99345, 0.03961, 1.71058], [-0.97962, -0.41797, 0.43352], [-1.68113, -1.59117, 0.14733], [-3.33633, -1.23749, -0.05382], [-2.88918, 0.42646, 0.04476], [-3.87458, 1.37309, -0.24342], [-1.72432, 0.74411, 0.26109], [2.67788, 0.99537, -1.31210], [2.54397, 1.39922, -0.01926], [4.32304, 0.92680, -0.30641], [2.97193, -1.16522, 0.85267], [3.11824, -1.43773, -1.13874], [-1.43748, -2.49504, 0.15417], [-4.73237, 1.22805, -0.03273], [-3.49797, 2.42414, 0.10015]], "atomic_forces_ev_per_a": [[4.8, 0.3, 4.4], [2.0, -4.6, 1.7], [0.1, 0.1, 0.0], [0.4, 1.6, 4.0], [-1.1, -1.3, -3.5], [-0.1, -2.0, -2.0], [-0.9, 8.4, 1.1], [0.0, 0.1, -0.2], [-5.8, 0.7, -1.1], [8.9, 5.3, -0.4], [4.6, 0.0, 1.5], [-1.0, 1.4, -6.5], [-0.4, 0.7, 2.7], [-3.5, -0.9, -1.0], [-0.8, 1.4, -3.3], [-1.3, 1.7, 2.2], [2.6, -7.4, 0.2], [-7.0, -1.4, 1.8], [-1.5, -4.0, -1.3]], "energy_ev": -24258.737, "smiles": "CCOC(=O)c1csc(N)n1", "e_above_lowest_ev": 4.036, "lumo_ev": 0.63, "homo_lumo_gap_ha": 0.3379}